{
  "formula": "HNO2",
  "method": "ωB97M-V/def2-TZVPD",
  "elements": ["N", "O", "O", "H"],
  "positions_angstrom": [[0.930, -0.191, -0.440], [1.102, 0.949, -1.248], [0.629, -0.254, -1.815], [-0.034, 0.258, 0.129]],
  "gap_ev": 11.990,
  "relative_energy_kcal_mol": 97.2,
  "total_energy_ev": -5594.340,
  "charge": 0,
  "smiles": "[nH]1oo1",
  "e_lumo_ev": 0.94,
  "max_force_ev_per_a": 4.2
}